Model 1:
ORCA calculation (ωB97M-V with the def2-TZVPD basis set) on a single C4H8N2 molecule.

Last column: Mulliken charge in e.
Geometry (Å):
1 C 0.016 1.730 0.393  -0.56
2 C -0.297 1.423 -1.062  -0.60
3 C 0.270 -1.753 0.842  -0.29
4 C -0.417 0.324 -0.038  0.00
5 N 0.287 -1.932 -0.568  -0.62
6 N 0.527 -0.662 -0.031  -0.17
7 H 1.103 1.886 0.746  0.24
8 H -0.766 2.102 1.006  0.26
9 H -1.258 1.975 -1.506  0.17
10 H 0.409 1.235 -1.852  0.27
11 H -0.631 -1.907 1.419  0.27
12 H 1.131 -1.972 1.352  0.33
13 H -1.425 0.042 0.125  0.45
14 H 1.052 -2.491 -0.826  0.23

Charge = 0
SMILES = C1CC1N1CN1
E_HOMO = -8.9074 eV
HOMO-LUMO gap = 10.18 eV


Model 2:
ORCA calculation (ωB97M-V with the def2-TZVPD basis set) on a single C4H8N2 molecule.

Last column: Mulliken charge in e.
Geometry (Å):
1 C 0.088 -1.771 0.815  -0.87
2 N 0.605 -0.438 0.545  -0.41
3 C -0.317 0.396 -0.202  0.40
4 C -0.046 1.880 0.038  -1.41
5 C -0.300 0.080 -1.654  0.22
6 N -0.236 -0.180 -2.780  -0.45
7 H -0.750 -1.678 1.517  0.30
8 H 0.862 -2.381 1.288  0.32
9 H -0.276 -2.315 -0.076  0.31
10 H 1.498 -0.480 0.063  0.29
11 H -1.324 0.154 0.167  0.27
12 H -0.748 2.510 -0.516  0.38
13 H -0.152 2.078 1.107  0.36
14 H 0.973 2.138 -0.265  0.30

Charge = 0
SMILES = CN[C@@H](C)C#N
E_HOMO = -9.6447 eV
HOMO-LUMO gap = 10.60 eV


Model 3:
ORCA calculation (ωB97M-V with the def2-TZVPD basis set) on a molecular structure, C4H8N2.

Last column: Mulliken charge in e.
Geometry (Å):
1 C -0.847 1.282 -0.638  -0.21
2 N 0.637 1.465 -0.560  -0.48
3 C 0.734 0.276 -1.339  -0.59
4 C -0.579 0.091 -1.529  -0.22
5 C 0.454 -1.638 1.432  -0.26
6 N 0.268 -0.490 1.946  -0.47
7 H -1.359 2.139 -1.095  0.24
8 H -1.290 1.049 0.340  0.16
9 H 0.989 1.354 0.393  0.34
10 H 1.662 -0.199 -1.661  0.40
11 H -1.194 -0.547 -2.151  0.37
12 H 1.354 -1.811 0.838  0.27
13 H -0.221 -2.494 1.549  0.24
14 H -0.607 -0.477 2.474  0.21

Charge = 0
E_HOMO = -8.3745 eV
HOMO-LUMO gap = 9.46 eV


Stability ranking, top and bottom: model 2 is the most stable and model 1 is the least stable.


Model 1:
ORCA calculation (ωB97M-V with the def2-TZVPD basis set) on 2 unconnected molecules or ions with the total composition C4H8N2.

Last column: Mulliken charge in e.
Geometry (Å):
1 C 0.061 1.802 -0.383  -0.89
2 N 0.501 0.485 0.058  -0.37
3 C -0.482 -0.558 -0.106  0.02
4 C 1.212 -2.300 0.225  -0.70
5 C -1.731 -0.329 0.656  0.31
6 N -2.677 -0.045 1.260  -0.43
7 H -0.142 1.777 -1.459  0.28
8 H 0.880 2.507 -0.219  0.31
9 H -0.835 2.177 0.134  0.33
10 H 0.788 0.525 1.031  0.30
11 H -0.738 -0.681 -1.162  0.38
12 H -0.100 -1.581 0.280  0.08
13 H 1.368 -2.290 -0.874  0.20
14 H 1.894 -1.489 0.559  0.17

Charge = 0
E_HOMO = -9.2298 eV
HOMO-LUMO gap = 8.39 eV


Model 2:
ORCA calculation (ωB97M-V with the def2-TZVPD basis set) on a single C4H8N2 molecule.

Last column: Mulliken charge in e.
Geometry (Å):
1 C 0.388 1.266 -0.229  -0.41
2 C 0.942 -0.969 -0.306  -0.81
3 C -0.679 -0.736 -0.457  -0.35
4 C -0.979 0.598 -0.337  -0.12
5 H 0.240 2.153 0.592  0.25
6 H 0.984 1.879 -1.165  0.26
7 H 2.134 0.265 0.786  0.18
8 H 0.893 -1.826 0.370  0.40
9 H 1.413 -1.228 -1.249  0.35
10 H -1.111 -1.537 -0.889  0.53
11 H -0.479 -0.031 1.370  0.39
12 H -1.855 1.031 -0.805  0.40
13 N 1.207 0.094 0.496  -0.42
14 N -1.243 -0.331 0.785  -0.67

Charge = 0
SMILES = C1NC[C@H]2N[C@@H]12
E_HOMO = -9.1596 eV
HOMO-LUMO gap = 10.23 eV


Stability ranking, top and bottom: model 2 is the most stable and model 1 is the least stable.


Model 1:
ORCA calculation (ωB97M-V with the def2-TZVPD basis set) on 3 unconnected molecules or ions with the total composition CH5O4.

Last column: Mulliken charge in e.
Geometry (Å):
1 O 1.610 -0.919 -0.465  -0.70
2 C 0.414 -0.637 -0.661  0.13
3 O -0.145 0.479 -0.538  -0.73
4 H -0.230 -1.482 -0.993  0.27
5 H -1.833 0.308 -0.185  0.43
6 H -3.175 0.008 -0.849  0.28
7 O -2.767 0.051 0.023  -0.68
8 H 2.282 0.024 1.120  0.37
9 H 1.602 1.284 0.969  0.32
10 O 2.241 0.885 1.580  -0.69

Charge = -1
E_HOMO = -5.0575 eV
HOMO-LUMO gap = 9.24 eV


Model 2:
ORCA calculation (ωB97M-V with the def2-TZVPD basis set) on 3 unconnected molecules or ions with the total composition CH5O4.

Last column: Mulliken charge in e.
Geometry (Å):
1 O -1.002 1.078 0.539  -0.69
2 C -0.675 0.143 1.305  0.00
3 O 0.427 -0.444 1.371  -0.73
4 H -1.489 -0.210 1.987  0.37
5 H 1.624 0.174 0.158  0.44
6 H 0.902 1.180 -0.658  0.33
7 O 1.750 0.709 -0.655  -0.73
8 H 0.241 -0.799 -1.125  0.35
9 H -1.249 -0.604 -1.396  0.33
10 O -0.530 -1.227 -1.525  -0.68

Charge = -1
E_HOMO = -4.9136 eV
HOMO-LUMO gap = 9.34 eV


Stability ranking, top and bottom: model 1 is the most stable and model 2 is the least stable.


Model 1:
ORCA calculation (ωB97M-V with the def2-TZVPD basis set) on a molecular structure, C2H7N2O.

Last column: Mulliken charge in e.
Geometry (Å):
1 C 1.206 -0.018 -0.172  -0.26
2 C -0.787 -0.398 0.018  -0.17
3 N 0.184 -0.666 -0.970  -0.30
4 N 0.240 -0.096 0.988  -0.17
5 O -1.602 0.877 -0.140  -0.50
6 H 1.982 -0.669 0.065  0.31
7 H 1.605 0.917 -0.420  0.32
8 H -1.606 -1.074 0.132  0.38
9 H -0.129 -0.256 -1.835  0.27
10 H 0.403 -0.615 1.968  0.42
11 H -0.084 0.855 1.389  0.38
12 H -1.412 1.142 -1.022  0.32

Charge = +1
E_HOMO = -15.5203 eV
HOMO-LUMO gap = 11.63 eV


Model 2:
ORCA calculation (ωB97M-V with the def2-TZVPD basis set) on a gas-phase ion, C2H7N2O (charge +1).

Last column: Mulliken charge in e.
Geometry (Å):
1 C 0.749 -0.161 0.873  -0.08
2 C -0.225 0.046 -0.246  -0.08
3 N 0.474 -1.353 1.777  -0.58
4 N 0.249 0.690 -1.529  -0.17
5 O -0.107 0.963 0.840  -0.38
6 H 1.773 0.133 0.952  0.38
7 H -1.199 -0.512 -0.111  0.33
8 H 0.253 -1.073 2.732  0.30
9 H -0.428 -1.812 1.465  0.27
10 H -0.302 0.384 -2.253  0.32
11 H 1.221 0.544 -1.631  0.35
12 H 0.068 1.645 -1.503  0.33

Charge = +1
SMILES = N[C@@H]1O[C@H]1[NH3+]
E_HOMO = -14.5040 eV
HOMO-LUMO gap = 10.57 eV


Stability ranking, top and bottom: model 2 is the most stable and model 1 is the least stable.